[1]
# C2H5FIN

A 2-piece molecular cluster, C2H5FIN overall (the ωB97M-V functional and the def2-TZVPD basis, the OMol25 dataset).

Its molar mass is 188.97 g mol⁻¹. As for the net charge: 0.

Last column: natural (NBO) charge in e.
Element x y z (Å)
C1 -0.96 1.15 -0.09  -0.51
C2 -1.70 0.07 -0.01  0.25
F1 -1.16 -1.15 0.08  -0.34
I1 -3.80 -0.01 -0.05  0.12
H1 0.12 1.08 -0.08  0.25
H2 -1.41 2.12 -0.16  0.22
N1 2.12 -0.58 -0.01  -1.08
H3 3.05 -0.75 -0.40  0.36
H4 2.21 -0.59 1.00  0.36
H5 1.53 -1.36 -0.28  0.36

---

[2]
# C29H47N3O7SeSi4TeTi

C29H47N3O7SeSi4TeTi as an isolated structure (the ωB97M-V functional and the def2-TZVPD basis, the OMol25 dataset).

Its molar mass is 916.48 g mol⁻¹. As for the net charge: 0.

Last column: Mulliken charge in e.
Element x y z (Å)
Ti1 -1.60 0.10 -1.39  -1.47
C1 -2.70 2.88 1.45  -1.38
C2 -2.85 1.77 0.45  0.81
O1 -1.78 1.32 -0.04  0.22
C3 -4.15 1.24 0.14  0.65
C4 -5.31 1.83 0.69  -1.02
C5 -6.56 1.43 0.31  -0.97
C6 -6.71 0.40 -0.63  -0.49
C7 -5.61 -0.23 -1.15  -0.93
C8 -4.31 0.18 -0.80  0.18
O2 -3.29 -0.46 -1.32  1.50
H1 -1.64 3.06 1.61  -0.35
H2 -3.16 2.61 2.40  0.51
H3 -3.16 3.79 1.08  0.46
H4 -5.20 2.63 1.41  0.45
H5 -7.44 1.92 0.72  0.41
H6 -7.70 0.08 -0.93  0.46
H7 -5.70 -1.04 -1.86  0.46
C9 2.28 -1.69 -3.27  -0.86
C10 1.55 -0.51 -3.78  -0.12
N1 0.51 0.06 -3.21  0.94
C11 0.16 1.12 -4.00  0.38
C12 1.01 1.20 -5.08  -0.26
N2 1.87 0.15 -4.91  0.05
C13 1.14 2.09 -6.25  0.51
O3 0.31 3.11 -6.32  -0.55
O4 1.99 1.86 -7.08  -0.63
C14 -1.02 1.93 -3.63  0.58
O5 -1.29 2.96 -4.23  -0.87
O6 -1.71 1.45 -2.65  -0.39
H8 1.59 -2.32 -2.70  0.05
H9 3.08 -1.40 -2.59  -0.11
H10 2.70 -2.27 -4.10  0.46
H11 2.62 -0.04 -5.56  0.24
H12 -0.32 3.15 -5.55  0.44
C15 1.06 3.45 2.99  -0.87
Si1 2.54 2.38 2.48  0.71
C16 3.74 2.44 3.95  -1.08
C17 3.40 3.29 1.05  -1.12
Si2 2.05 0.14 1.93  0.12
Te1 0.58 -0.41 -0.04  0.58
Si3 1.37 -1.01 3.88  0.64
C18 -0.03 -0.05 4.75  -0.93
C19 2.78 -1.28 5.13  -1.12
C20 0.66 -2.69 3.35  -0.70
Si4 4.03 -0.84 1.04  0.31
C21 4.54 0.07 -0.55  -1.08
C22 5.48 -0.65 2.27  -1.08
C23 3.78 -2.68 0.68  -0.98
H13 1.37 4.48 3.20  0.41
H14 0.58 3.06 3.89  0.31
H15 0.31 3.49 2.20  -0.08
H16 4.08 3.45 4.15  0.39
H17 4.61 1.81 3.77  0.24
H18 3.25 2.06 4.86  0.27
H19 3.52 4.36 1.27  0.41
H20 2.82 3.20 0.12  0.29
H21 4.39 2.87 0.86  0.28
H22 0.36 0.84 5.25  0.29
H23 -0.54 -0.65 5.51  0.40
H24 -0.77 0.27 4.02  0.10
H25 3.32 -0.34 5.30  0.30
H26 3.50 -2.00 4.74  0.27
H27 2.42 -1.64 6.09  0.38
H28 0.04 -2.54 2.46  -0.09
H29 0.06 -3.18 4.12  0.38
H30 1.46 -3.38 3.07  0.29
H31 5.20 0.91 -0.34  0.39
H32 3.64 0.47 -1.04  0.19
H33 5.06 -0.58 -1.25  0.43
H34 5.75 0.40 2.38  0.27
H35 6.37 -1.18 1.93  0.40
H36 5.21 -1.03 3.26  0.26
H37 2.80 -2.82 0.21  0.25
H38 3.79 -3.26 1.61  0.29
H39 4.54 -3.09 0.02  0.37
Se1 -0.98 -2.15 -1.59  -0.62
C24 -2.30 -2.55 -2.93  0.59
C25 -3.45 -3.26 -2.64  -0.55
C26 -4.37 -3.47 -3.66  -0.38
N3 -4.20 -3.03 -4.91  -0.63
C27 -3.09 -2.35 -5.17  -0.58
C28 -2.11 -2.09 -4.23  -0.07
H40 -3.64 -3.63 -1.64  0.37
H41 -5.28 -4.02 -3.47  0.40
H42 -2.98 -2.01 -6.20  0.39
H43 -1.22 -1.53 -4.50  0.27
C29 -2.91 -2.44 1.48  -1.02
O7 -2.36 -1.15 1.21  0.38
H44 -3.97 -2.49 1.23  0.27
H45 -2.78 -2.70 2.54  0.36
H46 -2.36 -3.15 0.87  0.28
H47 -2.73 -0.53 1.84  0.08

---

[3]
# C5H13NO

A 2-piece molecular cluster, C5H13NO overall (the ωB97M-V functional and the def2-TZVPD basis, the OMol25 dataset).

Its molar mass is 103.16 g mol⁻¹. As for the net charge: 0.

Last column: natural (NBO) charge in e.
Element x y z (Å)
C1 -0.73 1.66 -0.68  -0.59
C2 -0.94 0.23 -0.60  0.22
N1 -0.67 -0.58 -1.69  -0.81
C3 -1.45 -0.37 0.60  -0.47
C4 -0.27 -0.97 1.58  -0.36
C5 0.64 -2.05 0.90  -0.61
H1 -0.95 2.17 0.23  0.20
H2 -0.09 2.13 -1.52  0.21
H3 -1.34 -1.30 -1.69  0.37
H4 -0.40 -0.13 -2.52  0.39
H5 -2.24 0.10 1.16  0.24
H6 -1.83 -1.31 0.32  0.19
H7 0.42 -0.20 1.96  0.20
H8 -0.76 -1.38 2.42  0.19
H9 0.01 -2.77 0.40  0.20
H10 1.43 -1.51 0.15  0.21
H11 1.13 -2.48 1.76  0.21
O1 2.59 2.09 -0.11  -0.94
H12 3.24 1.45 -0.58  0.46
H13 1.77 1.65 -0.15  0.47

---

[4]
# C29H37N6O

A 7-piece molecular cluster, C29H37N6O overall (the ωB97M-V functional and the def2-TZVPD basis, the OMol25 dataset).

Its molar mass is 485.66 g mol⁻¹. As for the net charge: +1.

Last column: Mulliken charge in e.
Element x y z (Å)
N1 -24.48 -3.94 -18.70  -0.47
H1 -25.05 -4.53 -18.10  0.36
H2 -23.76 -4.56 -19.05  0.34
H3 -24.16 -3.04 -18.38  0.39
H4 -25.04 -3.77 -19.52  0.37
C1 -20.94 -9.83 -18.96  -0.58
C2 -21.82 -10.15 -20.13  -0.59
C3 -21.99 -8.79 -20.82  -0.41
O1 -22.12 -7.94 -19.72  -0.40
C4 -21.40 -8.51 -18.59  -0.32
H5 -19.89 -9.97 -19.23  0.30
H6 -21.11 -10.68 -18.31  0.27
H7 -22.78 -10.55 -19.82  0.29
H8 -21.28 -10.83 -20.79  0.32
H9 -22.95 -8.79 -21.34  0.28
H10 -21.12 -8.50 -21.40  0.29
H11 -22.22 -8.77 -17.91  0.25
H12 -20.65 -7.81 -18.22  0.30
N2 -23.11 0.98 -19.70  -0.46
C5 -23.98 1.76 -20.45  -0.15
C6 -23.64 2.98 -21.15  -0.43
C7 -22.36 3.43 -20.98  -0.14
C8 -21.44 2.76 -20.17  -0.41
C9 -21.87 1.51 -19.61  -0.18
H13 -25.02 1.46 -20.43  0.35
H14 -24.40 3.53 -21.68  0.36
H15 -22.07 4.39 -21.37  0.35
H16 -20.47 3.20 -19.98  0.35
H17 -21.22 0.92 -18.99  0.37
N3 -27.54 -3.42 -23.23  -0.47
C10 -28.75 -2.80 -23.10  -0.14
C11 -29.48 -2.48 -24.25  -0.35
C12 -29.00 -2.85 -25.51  -0.11
C13 -27.78 -3.49 -25.70  -0.42
C14 -27.06 -3.72 -24.55  -0.22
H18 -29.20 -2.51 -22.17  0.35
H19 -30.40 -1.91 -24.23  0.34
H20 -29.54 -2.62 -26.42  0.33
H21 -27.37 -3.58 -26.70  0.37
H22 -26.18 -4.34 -24.57  0.33
N4 -21.64 -3.04 -14.77  -0.56
C15 -22.33 -3.57 -13.72  -0.17
C16 -21.66 -4.41 -12.81  -0.36
C17 -20.27 -4.56 -12.92  -0.23
C18 -19.65 -4.04 -13.99  -0.36
C19 -20.34 -3.38 -14.92  -0.10
H23 -23.32 -3.23 -13.46  0.38
H24 -22.27 -4.73 -11.98  0.35
H25 -19.76 -5.17 -12.19  0.38
H26 -18.61 -4.29 -14.17  0.33
H27 -19.83 -3.17 -15.85  0.35
N5 -28.97 -1.43 -16.31  -0.58
C20 -28.72 -0.15 -15.97  -0.14
C21 -29.59 0.65 -15.17  -0.40
C22 -30.85 0.11 -14.89  -0.22
C23 -31.10 -1.28 -15.23  -0.45
C24 -30.11 -1.95 -15.92  -0.07
H28 -27.81 0.26 -16.37  0.39
H29 -29.30 1.64 -14.84  0.36
H30 -31.57 0.65 -14.29  0.37
H31 -32.09 -1.71 -15.21  0.35
H32 -30.22 -2.99 -16.19  0.39
N6 -26.61 -7.76 -15.96  -0.43
C25 -26.59 -9.00 -16.48  -0.32
C26 -26.74 -10.20 -15.72  -0.22
C27 -26.97 -10.16 -14.38  -0.21
C28 -27.15 -8.88 -13.85  -0.39
C29 -27.03 -7.80 -14.70  -0.24
H33 -26.54 -9.07 -17.56  0.40
H34 -26.77 -11.19 -16.15  0.33
H35 -27.16 -11.11 -13.88  0.38
H36 -27.48 -8.76 -12.83  0.35
H37 -27.16 -6.80 -14.32  0.37

---

[5]
# C2H5P

One molecule with the formula C2H5P (the ωB97M-V functional and the def2-TZVPD basis, the OMol25 dataset).

Its molar mass is 60.04 g mol⁻¹. As for the net charge: 0.

Last column: natural (NBO) charge in e.
Element x y z (Å)
C1 0.61 -0.46 -0.37  -0.65
C2 -0.06 0.44 0.62  -0.62
P1 -1.21 -0.79 -0.21  0.43
H1 1.12 0.04 -1.14  0.23
H2 1.22 -1.17 0.22  0.22
H3 0.01 0.21 1.66  0.22
H4 -0.33 1.54 0.39  0.23
H5 -1.37 0.20 -1.17  -0.05

---

Maximum force (eV/A)
0.5 3.5 7.2 3.5 3.1
Kohn-Sham gap (eV)
9.8 5.6 8.8 8.0 10.9
Relative energy (zero: lowest compared OMol25 entry of this formula, charge and spin) (eV)
0.6367 2.5475 2.3358 5.2399 0.2318